29
Properties=species:S:1:pos:R:3:forces:R:3 method="wB97M-V/def2-TZVPD" gap_ev=9.355 homo_ev=-13.35 charge=+1
C -2.0415 1.6173 -1.8891 3.0963 -0.6817 0.0250
C -0.0035 2.7441 -0.5782 -1.0782 0.4495 -2.2019
C -0.8934 0.4032 2.0629 -0.6199 -1.0243 1.1152
C -0.4531 -1.7777 1.0852 -1.0989 -1.5291 -0.6479
C 0.3589 0.1209 -1.0867 0.2048 -1.3288 1.3478
C -1.2269 1.7305 -0.5772 0.8401 1.1368 -1.7763
C -1.1136 -0.4427 0.8239 -0.7452 -1.0722 0.4130
N -0.6217 0.4278 -0.3257 0.4948 -1.4978 -0.2155
O 4.6728 1.2497 -1.2680 -0.0190 0.3538 -0.8293
P 4.8621 1.3366 0.1567 -0.6858 -0.5754 0.8098
Br 2.8320 0.3878 1.0682 0.5389 0.3562 -0.0696
Br 5.8969 -1.6036 -0.0126 0.0753 -0.2960 0.0646
H -1.3587 1.8325 -2.7193 -0.5282 0.5818 -0.0899
H -2.3256 0.6169 -2.0872 -0.3996 -1.2576 0.1857
H -2.9160 2.1492 -1.8319 -1.7988 1.8051 -0.2813
H -0.3905 3.8141 -0.6115 0.6122 -1.3938 0.4377
H 0.5850 2.6215 -1.5963 -0.9719 0.3768 2.2671
H 0.5946 2.4699 0.3016 0.1146 0.6746 -0.4015
H -1.1603 1.3660 1.7866 -0.6650 2.0349 0.3631
H -1.4680 0.0556 2.9447 -0.1381 0.2151 -0.7936
H 0.1116 0.4490 2.4595 0.6076 -0.2883 -0.5472
H -0.9205 -2.1461 1.9783 -0.5687 0.3668 0.9783
H 0.5608 -1.7274 1.4343 0.8579 -0.1637 -0.7508
H -0.8270 -2.6617 0.4813 1.3587 1.2137 -0.3393
H 0.7655 0.8217 -1.7990 -0.2247 -0.1949 -0.1295
H 0.8646 -0.8318 -0.9078 -0.2783 0.2497 -0.2647
H -1.9305 2.0254 0.1493 -0.4512 -0.1329 1.3417
H -2.2049 -0.7676 0.6544 1.3508 1.4509 -0.0426
H 4.7242 -2.4106 0.0906 0.1196 0.1708 0.0321


32
Properties=species:S:1:pos:R:3:forces:R:3 method="wB97M-V/def2-TZVPD" gap_ev="5.620 / 5.678" homo_ev="-15.55 / -15.58" multiplicity=3 charge=+2
C 2.2586 2.6833 0.0643 0.7964 3.0689 0.8161
I 0.9579 3.0262 2.4066 1.4036 1.0212 -1.2093
H 2.9146 1.8017 -0.1672 -0.2696 0.0655 0.6511
H 2.8719 3.5286 0.3769 0.0756 -0.1765 -0.3677
H 1.6242 2.9663 -0.7803 -0.4294 -0.1126 0.4438
Tm 1.2744 0.7268 0.8400 -1.7768 -4.4302 -0.7008
P -0.1237 0.5118 -1.7608 0.4851 -1.0966 -1.6136
C -1.7050 1.1262 -2.4294 -0.2601 0.4822 0.4147
C 0.9824 0.8681 -3.1889 0.0535 0.1749 0.5493
H 0.5330 -1.8199 -1.7078 -0.3647 0.0830 -0.1986
H -0.6364 -1.4976 -3.0472 0.0743 0.0761 0.4191
H -1.2092 -1.6301 -1.3453 0.2159 0.0577 -0.2381
C -0.3883 -1.2891 -1.9934 0.1811 -0.1959 0.3055
H 1.9538 0.4026 -3.0075 -0.0814 0.0371 -0.1499
H 0.5282 0.4814 -4.1036 0.1042 0.0367 0.0790
H -1.8000 0.8584 -3.4924 0.0843 0.0509 0.4030
H -1.7397 2.2185 -2.3230 -0.1705 -0.1957 -0.1764
H 1.1118 1.9501 -3.2754 0.0460 -0.0686 -0.1501
H -2.5437 0.6949 -1.8667 0.1394 0.1450 -0.2101
C -1.2172 1.5607 0.5877 -3.2118 0.9192 1.5706
O -2.3206 1.8225 0.7671 2.9754 -0.7824 -0.8919
Cl 2.8227 -0.7508 -0.4168 -0.1799 0.5652 0.4266
N -1.5795 -2.5774 2.9624 -0.5050 -0.2085 0.7670
C -0.2402 -2.2109 3.5141 0.4650 0.1156 -0.0902
C 0.3132 -1.1746 2.5541 0.6169 1.3280 -0.9425
O 1.3500 -0.4760 2.8105 -1.4363 -1.0229 -0.2543
O -0.3544 -1.0043 1.4697 0.9109 0.1979 0.8107
H -2.2664 -1.8693 3.2493 0.0579 -0.1488 -0.2937
H -1.9379 -3.4757 3.3047 0.2277 0.0179 -0.0788
H -1.5179 -2.5671 1.9367 -0.0800 0.0572 0.0056
H -0.3246 -1.7962 4.5196 -0.0767 -0.1223 -0.0830
H 0.4080 -3.0892 3.5420 -0.0711 0.0610 -0.0129


29
Properties=species:S:1:pos:R:3:forces:R:3 method="wB97M-V/def2-TZVPD" gap_ev=9.778 smiles=CCCSP(Cl)O[C@@H](C)NCC homo_ev=-9.16
C -1.8926 2.5974 0.5066 -1.5155 -3.7696 1.6118
C -3.0937 1.7549 0.0316 0.4925 -0.2310 -0.4743
C -2.8616 0.2903 -0.2569 -2.6010 -0.3686 1.0300
S -2.5507 -0.8350 1.1471 0.8282 -0.4238 0.1696
P -1.2336 -2.2973 0.2802 0.0852 1.7126 -1.0069
Cl -2.2895 -2.7320 -1.5281 0.2556 -0.0953 0.5208
O -0.2046 -1.1629 -0.3692 -0.9262 -0.3788 0.5569
C 1.1410 -1.2881 -0.8395 0.6035 -2.5667 -2.1109
C 1.2202 -0.8512 -2.3595 0.0368 0.8620 0.9971
N 2.0276 -0.5279 -0.1003 0.6082 1.2407 2.6472
C 2.4847 -1.0800 1.2694 2.3814 1.4142 -3.6150
C 3.3052 0.0232 1.9069 0.9210 1.8487 -0.6382
H -1.2574 1.9437 1.1659 -0.5261 1.1044 -0.2947
H -1.3800 2.9207 -0.2935 2.2391 0.9172 -2.8813
H -2.3208 3.4402 0.9257 -0.3373 1.7023 1.5817
H -3.4520 2.1016 -0.9857 -0.1171 0.1220 1.4336
H -3.8487 1.6865 0.7952 -0.7676 1.0054 0.1385
H -3.8956 -0.0585 -0.5325 1.3995 0.0591 -0.7625
H -2.1006 0.2427 -0.9538 1.2830 -0.9231 -1.6963
H 1.4794 -2.3874 -0.7564 -0.5781 1.3358 -0.2431
H 2.3145 -0.8603 -2.6700 -1.5748 -0.4064 0.1793
H 0.5159 -1.4785 -2.9244 0.6101 0.1170 -0.1668
H 0.8789 0.2278 -2.4810 0.3192 -1.2330 0.3625
H 1.5145 0.3286 0.1442 0.4754 -0.0145 -0.3711
H 1.6615 -1.3736 1.7982 -1.9466 -1.0666 1.6950
H 3.1765 -1.8760 0.9744 -0.5157 -0.3240 0.4657
H 3.3414 0.9037 1.2176 -0.0867 -0.7149 0.1890
H 2.9425 0.4919 2.7996 -0.6152 -0.2922 0.7671
H 4.3775 -0.1444 2.0882 -0.4309 -0.6330 -0.0848


25
Properties=species:S:1:pos:R:3:forces:R:3 method="wB97M-V/def2-TZVPD" gap_ev=9.500 smiles="CC(C)/C=N/C(C)C.[H][H]" homo_ev=-8.56
C 2.0024 0.5582 1.8334 0.1091 -0.3338 0.4082
C 1.5840 -0.6568 0.9957 -0.2258 -1.1285 -0.8630
C 0.9201 -1.8129 1.7723 1.2482 1.2260 0.4876
C 0.7049 -0.2749 -0.1728 1.9284 -1.5460 -0.3935
N -0.3426 -0.8901 -0.5900 0.3193 2.9617 2.1441
C -1.1792 0.4060 -0.7961 -4.0324 -1.9088 -2.6935
C -1.6370 1.2757 0.3702 0.8219 0.1722 -0.1948
C -1.0501 1.1822 -2.1316 0.5902 -1.4075 0.9057
H 1.4009 1.4602 1.7483 -0.1911 -0.0545 -0.2514
H 1.9522 0.2377 2.8661 -0.0683 0.1336 0.3998
H 3.0465 0.8141 1.6734 0.0074 0.1744 -0.2365
H 2.4983 -1.0572 0.5475 0.1568 0.0016 -0.0538
H -0.0772 -1.4860 2.0387 -0.3932 -0.5421 -0.1020
H 1.0119 -2.7320 1.2075 -0.6134 -0.1109 -0.0727
H 1.4947 -1.9304 2.6948 -0.1039 -0.2146 0.0635
H 1.2112 0.4553 -0.8322 -0.7358 1.0652 0.5125
H -2.1170 -0.1409 -0.9586 -0.1395 0.0035 -0.2259
H -2.5074 1.8629 0.0743 -0.0038 -0.0999 -0.3944
H -0.8634 2.0099 0.5727 0.1685 0.1089 0.8247
H -1.9898 0.6878 1.2169 0.5771 0.0292 0.2261
H -0.7590 0.4333 -2.8684 0.6631 0.3151 -0.1152
H -2.0385 1.4541 -2.4948 0.0707 0.8127 0.4046
H -0.3211 1.9708 -1.9625 -0.1524 0.3767 -0.7984
H -1.4930 -2.0197 -3.7599 -0.0139 0.0494 0.1469
H -1.4518 -1.8073 -3.0449 0.0127 -0.0837 -0.1285


25
Properties=species:S:1:pos:R:3:forces:R:3 method="wB97M-V/def2-TZVPD" gap_ev=9.813 smiles=CCCNCC(C)C homo_ev=-8.73
C -2.3622 -1.6880 1.9227 -0.0805 -0.8379 -1.4925
C -1.0530 -1.7671 1.1374 0.5100 1.3568 0.0336
C -0.1934 -0.5080 1.4170 0.3934 -1.0728 0.2469
N -0.7115 0.6972 0.8013 0.2439 0.3741 -0.5232
C -0.4490 0.7600 -0.6477 1.0083 0.0485 -0.2267
C 1.0064 0.4864 -1.1708 -0.4607 0.0215 0.5058
C 1.1226 0.8771 -2.6484 0.3039 0.1819 -0.6037
C 1.9811 1.3069 -0.3313 0.8215 0.3625 0.0556
H -2.9515 -2.6057 1.8500 0.4744 -0.4349 0.5335
H -3.0310 -1.0638 1.3245 0.1809 0.9250 0.8487
H -2.1311 -1.4145 2.9497 -0.6343 0.2557 -0.0072
H -0.3729 -2.5649 1.4283 -0.3949 -0.5337 -0.1435
H -1.2386 -1.7533 0.0625 -0.0330 -0.6297 -0.0277
H -0.1039 -0.5164 2.5175 -0.1928 0.9252 -0.2927
H 0.8284 -0.7122 1.0692 -0.0068 -0.1134 -0.0205
H -0.2418 1.5319 1.1255 -0.0639 -0.1480 0.7505
H -0.5472 1.8187 -0.9314 -0.9210 -0.3677 -0.1254
H -1.0957 0.0589 -1.1776 -0.3333 0.4819 -0.1562
H 1.1899 -0.5886 -1.1502 0.2483 -0.0063 0.4498
H 1.6406 0.0821 -3.1878 0.0039 0.0979 -0.1144
H 1.7060 1.7927 -2.8180 -0.0369 -0.1540 0.2888
H 0.1869 1.0602 -3.1858 -0.2000 -0.2422 0.3507
H 1.9968 1.1320 0.7494 -0.5483 -0.0411 -0.1246
H 3.0434 1.2094 -0.5763 -0.1201 -0.3506 -0.5024
H 1.7809 2.3694 -0.5298 -0.1621 -0.0988 0.2968


26
Properties=species:S:1:pos:R:3:forces:R:3 method="wB97M-V/def2-TZVPD" gap_ev=10.700 homo_ev=-13.95 charge=+1
C -1.4295 0.3905 0.8218 0.0864 -0.6215 0.8761
C -0.9030 -0.8586 1.4066 1.2828 -0.0579 0.6678
C -1.4872 1.5839 1.7641 1.2926 -0.1379 -0.9715
C -2.3926 0.2385 -0.3290 2.7268 0.7855 -0.9944
C -0.9391 -2.0082 2.3998 -1.0697 2.1438 1.0113
C 2.4963 1.1554 -2.1397 1.9259 0.1752 2.1620
C 1.7691 -0.1679 -2.2981 -1.2987 0.1393 -0.2539
N -0.0957 -0.2745 0.6208 -1.3079 -0.2954 0.4104
N 1.8451 -0.7974 -0.9072 1.1986 1.0667 -1.0478
H -0.9991 1.2694 2.7253 -0.7052 0.7826 -0.7404
H -2.5588 1.7080 1.8099 -0.2211 0.7826 0.7950
H -0.9605 2.4937 1.3083 -0.9073 -1.1786 0.7571
H -2.7918 1.1798 -0.6230 -0.2407 0.8703 -0.3172
H -3.1936 -0.3834 -0.1304 -1.5405 -1.5142 0.4445
H -1.7553 -0.1537 -1.1617 -1.0067 0.1625 0.3638
H -0.3881 -1.6873 3.3864 -1.0740 -0.4013 -1.9247
H -0.4320 -2.8664 2.0006 -0.0817 -0.5344 -0.1082
H -2.0508 -2.1138 2.6268 1.6307 -0.5325 -0.0769
H 2.1668 1.9318 -2.7918 0.1102 0.3372 -0.8308
H 2.2940 1.5957 -1.0781 0.0692 -0.7839 -1.6960
H 3.6491 1.0153 -2.1338 -1.8924 0.3282 -0.4102
H 2.0269 -0.8051 -3.2185 0.2853 0.6811 1.8250
H 0.6899 0.0623 -2.4738 0.6257 -0.2036 0.1783
H 0.7246 -0.4755 -0.2076 1.1224 -0.4829 0.2477
H 2.6198 -0.2567 -0.4277 -1.0366 -1.3127 -0.5151
H 2.0955 -1.7757 -0.9498 0.0260 -0.1983 0.1481


30
Properties=species:S:1:pos:R:3:forces:R:3 method="wB97M-V/def2-TZVPD" gap_ev=9.928 smiles="[H]/N=C(/NCC)N(CCC)S(C)(=O)=O" homo_ev=-9.22
H 0.3758 0.7016 -2.4870 -0.2449 0.7628 0.4806
N 0.4962 -0.1540 -1.9985 0.9432 -3.3341 -1.2601
C 0.3044 -0.3868 -0.7897 -1.1157 4.2634 -0.8806
N 0.4276 -1.5651 -0.1171 -0.7720 0.3585 -0.0647
C 0.7587 -2.8014 -0.9211 -1.4330 0.5436 4.2164
C -0.2849 -3.9037 -0.7426 -0.9691 2.2280 3.1801
N -0.1959 0.8725 -0.0557 0.1112 -0.6660 0.8403
C -0.3719 0.8438 1.3659 -0.9236 0.2498 2.7321
C 0.9791 0.7118 2.0841 0.7720 0.6942 -1.8736
C 1.7416 2.0835 2.1071 2.3986 -3.2046 -0.8261
S -0.7987 2.2334 -0.8232 -0.9885 0.3360 -1.3780
C -2.3435 1.5085 -1.5323 -2.2262 1.9143 5.0726
O -0.0142 2.6035 -1.9859 -0.0627 -0.4629 0.7874
O -1.0582 3.3163 0.1126 0.1393 -1.7446 -0.3467
H 0.7840 -1.4296 0.8099 -0.1067 -0.5618 0.2292
H 1.6928 -3.0792 -0.4992 1.1184 -0.6317 -0.4487
H 0.7596 -2.3628 -1.8340 0.6109 0.3600 -3.3189
H -1.2420 -3.5764 -1.2157 0.4738 -0.3978 0.9680
H 0.0378 -4.7228 -1.2226 1.1704 -3.0119 -2.1890
H -0.3215 -4.3211 0.3825 -0.4556 1.4820 -2.3289
H -1.0030 -0.0409 1.8041 0.5954 1.3839 -1.4567
H -0.8633 1.8405 1.8027 0.9127 -2.2193 -1.3209
H 0.6051 0.4942 3.0325 0.4498 -1.0995 2.0360
H 1.6440 -0.1310 1.5466 -1.2541 1.9895 1.7330
H 1.7533 2.3244 1.0424 0.7320 0.4348 0.0304
H 1.2696 2.8992 2.5925 -0.4961 0.3984 0.9049
H 2.8331 1.8165 2.5149 -2.3082 1.2077 -0.9328
H -3.1979 2.2968 -1.5652 1.5366 -1.2708 0.5136
H -2.1355 1.3369 -2.4831 1.0895 -1.2999 -4.1798
H -2.6322 0.5911 -0.9251 0.3027 1.2981 -0.9190


41
Properties=species:S:1:pos:R:3:forces:R:3 method="wB97M-V/def2-TZVPD" gap_ev=5.862 homo_ev=-1.93 charge=-2
N 0.5048 -0.0678 0.2875 0.3741 -4.1240 -0.7852
P 0.7729 -1.5245 -0.3967 -3.0400 3.1882 4.0138
O -0.3621 -1.8161 -1.6802 1.4389 -2.5555 1.7428
O 0.6026 -2.7852 0.8040 0.3153 -0.0563 -3.5457
S 2.7610 -1.3974 -1.2401 5.6824 2.2619 -5.0900
O 3.3077 0.0539 -1.1261 -2.2826 -4.5460 0.6754
O 2.5944 -1.6631 -2.7863 -0.2396 -0.2619 4.7019
N 3.8787 -2.6071 -0.6611 -2.1330 1.8549 1.4881
S 4.2778 -2.3967 1.0252 1.2859 5.2254 2.6758
O 5.6380 -1.6302 1.2467 -3.8014 -3.0900 -1.3942
O 3.2115 -1.6576 1.8671 2.0766 -2.5661 -2.8161
C 4.5458 -4.1399 1.7279 1.3191 -8.0487 2.5577
O 4.7810 -5.1138 0.8219 -1.2518 5.3768 3.7298
O 4.5407 -4.4818 3.1601 -0.2503 3.1106 -7.3397
H 0.2918 -0.1894 1.3043 0.3588 0.0949 -1.1650
H -0.5022 -2.8260 -1.7032 0.4050 2.1678 -0.1675
H 0.7973 -3.6976 0.4283 0.0293 1.5068 0.6918
C -0.4746 2.9765 -3.5064 0.1354 0.3480 -0.0322
C -0.7335 1.5861 -2.9977 0.3688 -0.7430 1.7894
O -0.5183 1.2646 -1.8315 -0.5435 0.8508 -1.5796
N -1.2241 0.6656 -3.8768 -0.1460 0.2706 -0.0480
C -1.5386 0.8500 -5.2738 0.0339 -0.5384 0.3442
H -0.0863 3.5973 -2.6944 -0.0760 -0.3216 -0.0844
H 0.2696 2.9483 -4.3068 -0.1355 0.1180 -0.0481
H -1.4059 3.4213 -3.8671 0.0957 0.0507 -0.1709
H -1.3732 -0.2470 -3.4636 0.2378 0.1221 -0.0029
H -2.5968 0.6145 -5.4159 -0.0243 0.1185 -0.3537
H -0.9346 0.1454 -5.8520 -0.0960 0.1619 -0.2941
H -1.3419 1.8660 -5.6176 0.0012 -0.1553 0.1522
C -2.6636 2.3363 2.5133 -0.1007 0.2196 -0.2684
C -1.6280 1.4274 3.1136 1.6282 -0.5173 -0.7603
O -0.5777 1.1590 2.5353 -1.3351 0.6171 0.9233
N -1.8826 0.8934 4.3427 -0.0779 0.1353 -0.1270
C -3.0480 1.0877 5.1725 0.4456 -0.3629 0.1503
H -2.3225 2.6844 1.5345 0.0908 -0.2315 0.2380
H -3.6034 1.7939 2.3795 -0.0376 0.1633 0.0809
H -2.8141 3.2070 3.1570 -0.1889 -0.0583 -0.0148
H -1.1415 0.2923 4.6825 -0.1471 0.1093 -0.1130
H -2.7179 1.5109 6.1250 -0.3420 0.0529 0.0986
H -3.5009 0.1092 5.3536 -0.2800 0.1651 0.1526
H -3.7833 1.7503 4.7145 0.2067 -0.1138 -0.0061